Version a
C3H2I2O | ωB97M-V/def2-TZVPD

Output
Frontier orbital gap   0.35461 Eh

Last column: Löwdin charge in e.
CARTESIAN COORDINATES (ANGSTROEM)
C: 1.7088 -0.0135 -0.1225  -0.042
C: 1.2033 0.7288 -0.9580  -0.781
C: 0.5363 -0.7159 2.4377  0.001
O: 1.3591 -1.3130 2.9375  0.027
I: 0.3730 1.8847 -2.3759  0.825
I: -3.2802 0.0696 -1.8646  0.289
H: 2.2360 -0.6885 0.3509  -0.041
H: -4.1362 0.0478 -0.4051  -0.279



Version b
C3H2I2O | ωB97M-V/def2-TZVPD

Output
Frontier orbital gap (alpha / beta)   0.26120 / 0.26782 Eh

Last column: Löwdin charge in e.
CARTESIAN COORDINATES (ANGSTROEM)
C: -0.3864 0.4487 1.2760  -0.204
C: -0.6286 0.7116 0.0338  -0.826
C: 0.7528 -0.8214 -1.3670  -0.709
O: 0.5247 -0.8924 -2.5293  -0.033
I: -2.1501 1.4332 -1.0410  0.884
I: 2.3125 -1.6581 -0.1706  0.767
H: -0.9738 0.9239 2.2005  0.108
H: 0.5490 -0.1456 1.5975  0.012



version a is preferred energetically. Next in line: 0.970 eV higher.



Version a
H16NO11 | ωB97M-V/def2-TZVPD

Output
Total charge   -1
Frontier orbital gap   0.35842 Eh

Last column: Löwdin charge in e.
CARTESIAN COORDINATES (ANGSTROEM)
N: -21.5321 -14.2438 45.5615  -0.474
O: -20.6774 -15.1203 45.6859  -0.073
O: -21.9987 -13.9554 46.6424  0.022
O: -21.3830 -13.2451 44.7841  -0.069
O: -23.2996 -13.5902 42.4923  -0.045
H: -22.5158 -13.6996 43.0489  -0.011
H: -23.9178 -13.3669 43.1379  -0.023
O: -20.2602 -14.7016 42.7023  -0.047
H: -20.1659 -14.4991 43.6243  -0.044
H: -20.6085 -15.5996 42.6968  0.045
O: -20.4209 -16.3057 48.2647  -0.035
H: -21.2265 -16.6661 48.5864  0.014
H: -20.6407 -15.9707 47.4103  -0.044
O: -21.3933 -12.7016 49.3034  0.015
H: -20.5228 -12.8913 49.1546  -0.011
H: -21.6807 -12.7017 48.4446  -0.042
O: -21.3598 -17.8898 45.4373  -0.142
H: -22.1795 -17.6938 46.0973  0.107
H: -20.9063 -17.0235 45.5597  -0.016
O: -18.4212 -13.4184 44.8808  -0.043
H: -19.1221 -14.1105 45.2655  0.081
H: -18.8969 -12.8611 44.4025  -0.092
O: -23.6534 -11.7446 45.2838  -0.097
H: -23.8398 -11.1026 46.0492  0.080
H: -22.9855 -12.3981 45.4659  -0.044
O: -20.2228 -10.7673 44.0988  -0.059
H: -21.1536 -10.2378 44.2691  0.138
H: -20.6960 -11.4510 43.8062  -0.093



Version b
H16NO11 | ωB97M-V/def2-TZVPD

Output
Total charge   -1
Frontier orbital gap   0.35198 Eh

Last column: Löwdin charge in e.
CARTESIAN COORDINATES (ANGSTROEM)
N: 17.8727 16.5966 -9.2483  -0.452
O: 17.4020 17.7579 -9.2157  -0.025
O: 18.9237 16.3578 -8.6308  -0.015
O: 17.0033 15.6518 -9.1493  -0.101
O: 14.9053 18.1708 -9.7851  -0.086
H: 14.5722 17.2782 -9.6372  -0.042
H: 15.7913 18.1342 -9.4368  -0.053
O: 16.3379 15.5181 -11.9693  -0.041
H: 16.6933 15.6608 -11.1019  -0.029
H: 15.8727 16.3052 -12.1754  0.010
O: 19.0151 13.3960 -9.4699  -0.060
H: 19.5023 12.9660 -8.7367  0.058
H: 19.0010 14.3222 -9.2993  -0.029
O: 15.3966 15.9108 -6.7318  -0.032
H: 15.9415 15.8268 -7.5155  -0.021
H: 14.6299 16.3475 -7.0332  0.012
O: 16.4053 19.1399 -6.7306  -0.032
H: 16.6064 18.6333 -7.4729  -0.050
H: 16.3646 18.5588 -5.9691  0.032
O: 18.2249 15.5368 -6.0183  -0.080
H: 18.6791 16.1000 -6.6690  0.010
H: 17.6559 15.1025 -6.6678  -0.040
O: 13.8440 15.7369 -9.9102  -0.048
H: 14.3328 14.8878 -9.9229  0.075
H: 13.4535 15.7687 -10.7738  0.044
O: 17.0068 13.5254 -7.3182  -0.002
H: 17.0587 12.5994 -7.3593  0.034
H: 17.1199 13.7263 -8.1958  -0.038



version b is preferred energetically. Next in line: 1.533 eV higher.



Version a
C2H5ClN2O | ωB97M-V/def2-TZVPD

Output
Frontier orbital gap   0.35235 Eh

Last column: Löwdin charge in e.
CARTESIAN COORDINATES (ANGSTROEM)
C: -0.7666 -0.1969 -0.2942  -0.118
C: -0.7306 -1.5549 -0.2155  -0.649
N: 0.6313 -0.1430 0.0959  -0.072
N: 0.6250 -1.5200 0.1150  -0.058
O: 0.2382 2.5393 0.5557  -0.077
Cl: -1.8203 -2.9438 -0.6209  0.561
H: -1.4579 0.5271 -0.6305  0.090
H: 0.8621 3.1976 0.2307  0.044
H: 0.6859 0.3347 1.0190  0.128
H: 1.4588 -2.0467 -0.1510  0.147
H: 0.2741 1.8066 -0.1041  0.005



Version b
C2H5ClN2O | ωB97M-V/def2-TZVPD

Output
Frontier orbital gap   0.38023 Eh

Last column: Löwdin charge in e.
CARTESIAN COORDINATES (ANGSTROEM)
H: 1.5304 -0.8110 -1.0805  0.049
N: 0.6081 -1.2043 -0.9008  0.151
C: 0.1015 -0.4023 -0.0830  -0.568
C: -1.1584 -0.7558 0.6040  -0.474
Cl: -2.1923 0.6822 0.9875  0.556
N: 0.6517 0.8043 0.3044  -0.069
O: 1.7958 1.2061 -0.3801  -0.044
H: -0.9422 -1.3127 1.5047  0.083
H: -1.7857 -1.3768 -0.0965  0.099
H: -0.0813 1.5463 0.3534  0.093
H: 1.4724 1.6242 -1.2131  0.124



version b is preferred energetically. Next in line: 1.589 eV higher.



Version a
C2H5N3OS2 | ωB97M-V/def2-TZVPD

Output
Frontier orbital gap   0.28457 Eh

Last column: Löwdin charge in e.
CARTESIAN COORDINATES (ANGSTROEM)
N: -0.4858 1.4291 -1.0363  0.073
C: -0.1767 0.4512 -0.1352  -0.513
N: 0.8425 0.5279 0.7461  -0.346
S: 1.9743 1.9489 0.6877  0.651
C: -0.8419 -0.8396 -0.3656  -0.711
S: -2.3498 -0.8057 -1.1174  0.650
N: -0.2260 -2.0219 -0.2020  -0.081
O: 0.9355 -2.2061 0.4521  -0.040
H: -0.4546 2.3306 -0.5690  0.073
H: -1.5197 1.4809 -1.1610  0.057
H: 2.1504 1.5778 2.1262  -0.050
H: -0.9535 -2.7031 -0.1746  0.117
H: 1.1052 -1.1700 0.7489  0.120



Version b
C2H5N3OS2 | ωB97M-V/def2-TZVPD

Output
Frontier orbital gap   0.35757 Eh

Last column: Löwdin charge in e.
CARTESIAN COORDINATES (ANGSTROEM)
H: 0.5891 3.5543 -1.4343  0.070
N: 0.4078 3.4103 -0.4137  0.049
C: 0.5134 2.3163 0.1733  -0.847
N: 0.7161 2.2950 1.5645  0.071
S: 0.4176 0.8293 -0.7639  1.029
C: -0.2326 -0.5489 0.1480  -0.871
O: -0.3464 -0.6177 1.2938  0.048
N: -0.4870 -1.5905 -0.8567  -0.414
S: -0.5602 -3.1944 -0.1815  0.717
H: 0.4771 1.4162 1.8975  0.008
H: 0.0430 3.1488 1.9424  0.186
H: -0.2525 -1.4681 -1.8184  0.042
H: -1.9463 -3.2768 0.2014  -0.088



version b is preferred energetically. Next in line: 2.161 eV higher.